Record 1
Computed, not measured: a structure of composition C3H6FN in a non-equilibrium geometry, with ωB97M-V/def2-TZVPD.

```
11
Properties=species:S:1:pos:R:3:mulliken_charge:R:1
C 0.00 0.52 -0.83 -0.4505
C -0.72 -0.36 0.07 0.4140
C -0.60 -0.78 1.31 -0.5861
H 1.79 -0.71 -0.43 0.2824
H 1.85 1.21 -0.19 0.2927
H -0.14 1.73 -0.58 0.2302
H -0.67 0.19 -1.94 0.2153
H -1.42 -1.35 1.76 0.3306
H 0.43 -0.08 1.86 0.1420
N 1.54 0.18 -0.82 -0.5627
F -2.07 -0.56 -0.22 -0.3079
```

Highest occupied orbital energy = -9.28 eV
Kohn-Sham gap = 9.762 eV
Energy above the lowest of the compared OMol25 structures with the same formula, charge and spin = 365.6 kJ/mol
M = 75.09 g/mol


Record 2
Computed, not measured: the molecule C3H6FN in a non-equilibrium geometry, with ωB97M-V/def2-TZVPD.

```
11
Properties=species:S:1:pos:R:3:mulliken_charge:R:1
C -0.69 1.21 0.00 -0.9170
C 0.27 0.15 0.04 0.6906
C -0.15 -1.28 -0.09 -1.0601
N 1.66 0.56 0.16 -0.3704
F 2.52 -0.52 0.20 -0.1809
H -0.51 2.19 -0.61 0.2888
H -1.62 0.73 -0.32 0.2994
H -0.92 1.73 0.96 0.2464
H 0.64 -1.76 0.54 0.3314
H -0.10 -1.51 -1.15 0.2737
H -1.10 -1.50 0.28 0.3981
```

Highest occupied orbital energy = -9.58 eV
Kohn-Sham gap = 10.358 eV
Energy above the lowest of the compared OMol25 structures with the same formula, charge and spin = 219.8 kJ/mol
M = 75.09 g/mol